[1]
101
Properties=species:S:1:pos:R:3 method="wB97M-V/def2-TZVPD" charge=0 homo_ev=-9.51 smiles="COCCCCCCCCCCCC1=C(B(O)OC)C(=O)OC1=O.ClCCCl.ClCCCl.ClCCCl.ClCCCl.ClCCCl.ClCCCl" lumo_energy_ev=-0.603
Cl 2.41 -4.29 -2.94
Cl -2.86 -0.32 5.33
Cl -6.87 -5.11 -3.15
Cl -2.11 -2.18 2.59
Cl -6.87 -1.48 -5.45
Cl 1.49 -0.11 -2.06
Cl 2.18 2.02 -4.63
Cl -5.55 -0.78 -1.38
Cl -5.48 -2.34 -8.43
Cl -6.51 -3.26 0.74
Cl 1.55 -3.05 0.10
Cl -10.09 -6.13 -2.73
O 7.16 6.05 1.60
O 4.68 3.36 -0.98
O 6.69 5.65 -0.55
O 4.43 -1.22 3.48
O 4.98 1.85 0.85
O 7.29 5.60 3.80
C -0.49 2.80 0.83
C -7.71 -2.18 -6.86
C 6.59 5.32 0.58
C 4.69 4.00 3.50
C 2.57 4.81 2.21
C 6.71 5.49 2.78
C -8.34 -4.32 -3.79
C 3.26 3.70 3.00
C 5.70 -0.63 3.63
C -0.04 0.53 1.99
C -5.30 -3.38 -0.58
C 3.32 -0.38 3.74
C 0.78 3.68 0.71
C 5.14 0.69 0.04
C -3.95 -0.74 3.99
C 1.08 4.50 1.98
C 1.22 -4.97 -1.81
C 5.60 4.54 2.46
C -0.28 1.28 0.67
C 0.49 -3.90 -1.04
C 2.23 -0.54 2.68
C 2.37 -0.49 -3.57
C 1.40 0.74 2.54
C 3.19 0.66 -4.06
C -4.52 -2.10 -0.75
C -9.51 -4.45 -2.85
C 5.75 4.24 1.15
C -3.68 -2.11 3.44
C -6.85 -3.15 -7.62
B 5.10 3.09 0.30
H 0.58 1.07 0.02
H -3.67 -2.87 4.22
H 3.31 2.81 2.37
H -4.08 -1.76 0.19
H -1.14 0.82 0.16
H 1.36 1.26 3.50
H -10.33 -3.85 -3.21
H 0.51 -5.54 -2.41
H -0.99 2.99 1.79
H 0.50 5.43 1.98
H 3.63 0.68 3.80
H -4.97 -0.70 4.38
H 2.75 -0.73 1.73
H 2.64 5.77 2.74
H 1.93 1.39 1.83
H -1.20 3.11 0.05
H -0.32 -4.35 -0.46
H 4.18 0.21 -0.17
H 5.36 3.81 -1.50
H -3.72 -2.26 -1.47
H 2.90 -0.63 4.72
H 3.84 1.05 -3.28
H 5.69 0.43 3.35
H 5.09 3.09 3.96
H 5.62 0.92 -0.93
H 0.64 4.38 -0.12
H -8.09 -3.27 -3.93
H 1.64 3.06 0.43
H 3.80 0.34 -4.90
H -7.44 -3.64 -8.39
H -4.44 -2.37 2.71
H 1.63 -0.80 -4.30
H -4.62 -4.19 -0.31
H 1.61 -1.41 2.88
H 3.04 4.97 1.23
H -8.60 -2.69 -6.49
H -8.03 -1.35 -7.50
H -5.84 -3.65 -1.48
H 5.77 -0.02 0.57
H -8.55 -4.77 -4.75
H 6.06 -0.70 4.67
H 0.72 3.92 2.85
H -6.43 -3.91 -6.95
H -0.21 -0.54 1.84
H 6.40 -1.16 2.99
H 4.62 4.75 4.30
H 1.74 -5.65 -1.14
H -0.75 0.91 2.74
H -9.24 -4.12 -1.84
H 3.02 -1.34 -3.34
H 2.65 3.45 3.87
H -3.84 0.02 3.22
H 0.07 -3.15 -1.72

[2]
96
Properties=species:S:1:pos:R:3 method="wB97M-V/def2-TZVPD" charge=0 homo_ev=-9.45 smiles="CCCC[C@](C#N)(CC(C)C)[C@](C#N)(OCC)N(C)C(C)=O.O=S1(=O)CCCC1.O=S1(=O)CCCC1.O=S1(=O)CCCC1" lumo_energy_ev=0.526
S 3.92 4.37 4.80
S 2.20 1.11 0.32
S 5.04 4.26 -2.65
O -3.18 -1.47 -0.66
O 5.27 4.67 -1.29
O -0.36 -3.86 1.21
O 2.27 -0.12 -0.45
O 2.74 3.55 4.93
O 5.08 2.86 -3.01
O 1.03 1.95 0.24
O 4.51 4.60 3.51
N -6.25 -4.33 0.17
N -3.65 -3.13 2.24
N -1.73 -3.30 -0.55
C 5.18 3.75 5.94
C 4.05 2.62 1.40
C -4.09 -3.76 -1.19
C 6.11 5.17 -3.75
C -3.10 -2.84 -0.32
C 4.09 5.66 7.07
C -0.44 -1.53 0.80
C -3.00 -8.36 -1.23
C -3.38 -2.98 1.13
C 5.21 5.55 -4.93
C 3.91 1.41 2.34
C -4.00 0.18 0.95
C -3.45 -5.15 -1.46
C -5.98 -3.14 -2.96
C -6.03 -2.90 -4.50
C 5.40 4.87 6.97
C 3.88 6.00 -4.31
C -3.79 -7.41 -0.32
C -0.82 -2.97 0.55
C -6.80 -2.04 -2.28
C -4.34 -0.76 -0.20
C 3.64 5.92 5.64
C -3.15 -6.02 -0.23
C -4.49 -3.13 -2.56
C 3.49 4.96 -3.25
C 3.66 2.10 0.02
C 2.56 0.76 2.05
C -5.30 -4.07 -0.40
C -1.17 -2.84 -1.83
H 5.06 3.02 1.40
H 2.57 -0.32 2.18
H -4.13 -2.11 -2.66
H -6.75 -2.13 -4.76
H -3.42 -5.54 0.71
H 3.97 1.70 3.39
H 3.38 3.41 1.71
H -2.94 0.43 0.92
H 5.05 4.67 -5.56
H -3.98 -3.72 -3.32
H -6.42 -4.13 -2.79
H 6.96 4.55 -4.02
H 0.64 -1.45 0.72
H 5.66 6.33 -5.54
H -6.30 -1.09 -2.46
H -5.16 -1.43 0.06
H 4.42 1.45 -0.41
H -7.78 -1.99 -2.76
H 2.91 4.14 -3.67
H -3.75 -7.84 0.68
H 2.59 6.19 5.54
H 6.20 5.53 6.63
H -2.58 -5.03 -2.11
H 5.70 4.46 7.93
H 4.22 6.60 7.62
H 1.76 1.20 2.64
H -0.73 -1.30 1.83
H 3.34 5.07 7.60
H 3.41 2.89 -0.68
H 4.72 0.70 2.15
H 6.07 3.52 5.37
H -3.21 -8.18 -2.29
H -4.20 -5.67 -2.07
H 4.26 6.67 5.15
H 4.01 6.97 -3.84
H -4.69 -0.17 -1.05
H -1.92 -8.23 -1.07
H 4.78 2.85 6.40
H -2.07 -6.17 -0.19
H -6.29 -3.82 -5.02
H -4.21 -0.29 1.91
H -4.60 1.09 0.89
H -3.24 -9.39 -1.00
H 3.10 6.09 -5.07
H -4.83 -7.34 -0.65
H -0.49 -1.99 -1.71
H 2.96 5.40 -2.41
H -6.92 -2.19 -1.21
H -0.59 -3.65 -2.27
H -5.05 -2.61 -4.88
H -0.92 -0.83 0.14
H -1.95 -2.57 -2.54
H 6.45 6.06 -3.21

[3]
110
Properties=species:S:1:pos:R:3 method="wB97M-V/def2-TZVPD" charge=0 homo_ev=-8.46 smiles="CN(C)C(=O)CN1C(=O)c2c(CCCCS(=O)(=O)Cl)c(P(O)Cl)c(OC#N)c(P(O)Br)c2C1=O.CN(C)P(=O)(N(C)C)N(C)C.CN(C)P(=O)(N(C)C)N(C)C" lumo_energy_ev=-1.378
Br 0.97 -4.29 3.65
Cl -1.93 4.21 5.15
Cl 0.70 -1.47 -1.55
S -1.77 5.84 3.91
P 2.67 -2.88 3.98
P -0.20 -0.19 -0.19
P -3.38 -6.40 2.16
P 0.87 2.78 -6.52
O 4.53 -0.39 5.02
O 0.07 1.28 -0.84
O 1.37 -2.60 1.05
O 2.38 -2.28 5.47
O -3.00 6.56 3.90
O -2.02 -6.72 2.70
O 6.92 3.05 2.38
O 2.23 3.28 -6.13
O 2.39 3.31 3.69
O -0.62 6.57 4.31
N -0.10 4.06 -5.91
N 5.22 4.17 3.45
N -3.70 -7.84 1.28
N -0.40 2.09 -7.51
N 4.01 1.65 3.99
N -5.04 -5.83 2.12
N 3.53 -3.52 0.39
N 0.81 1.41 -5.46
N -2.91 -5.13 1.09
C -0.17 1.95 2.19
C -1.61 -4.51 1.36
C -1.38 5.17 2.29
C 5.06 1.70 2.91
C 0.83 -0.27 1.35
C 2.52 -3.10 0.72
C 0.12 3.28 1.43
C 5.91 4.56 4.70
C -4.67 -8.01 0.21
C 2.04 0.99 2.96
C 1.50 -1.41 1.78
C 5.82 3.01 2.88
C 3.87 0.24 4.26
C -5.85 -6.53 3.15
C 2.72 -0.17 3.36
C 0.24 5.39 -6.40
C -0.55 2.86 -8.77
C 0.91 0.89 2.16
C -0.21 1.26 -4.45
C 5.28 5.29 2.51
C -3.62 -9.08 2.06
C 0.00 4.52 2.34
C 2.26 -1.41 2.96
C 2.09 0.93 -4.95
C -0.22 0.68 -7.91
C -1.52 4.01 -5.62
C -3.14 -5.18 -0.34
C 2.75 2.19 3.56
C -5.24 -4.39 2.36
H 3.07 -2.59 6.07
H 4.72 6.15 2.89
H -1.05 1.49 1.74
H -0.10 0.31 -3.92
H -1.55 -3.52 0.89
H -2.60 -6.01 -0.82
H -4.87 -3.79 1.54
H -4.60 -7.24 -0.55
H 0.82 5.20 2.12
H 4.62 1.52 1.93
H -1.37 6.03 1.61
H 6.97 4.28 4.64
H -2.15 4.00 -6.52
H -0.81 3.90 -8.57
H -5.71 -8.03 0.57
H 2.85 0.93 -5.73
H -1.48 -4.35 2.43
H -0.21 5.60 -7.38
H 5.90 5.64 4.81
H -1.80 3.15 -5.01
H -2.80 -9.03 2.78
H -5.48 -6.35 4.16
H -6.31 -4.18 2.44
H 0.36 2.84 -9.37
H -0.47 2.12 3.23
H 5.44 4.08 5.55
H -0.32 0.00 -7.07
H -0.17 2.06 -3.69
H 0.75 0.51 -8.39
H 1.02 1.49 -0.78
H -1.37 2.44 -9.37
H -4.76 -4.05 3.28
H -4.20 -5.25 -0.57
H -1.81 4.88 -5.03
H 0.17 4.18 3.36
H 1.32 5.51 -6.50
H -5.87 -7.61 2.98
H 4.87 5.03 1.53
H -0.10 6.16 -5.71
H 5.77 0.90 3.13
H -1.21 1.22 -4.89
H 1.98 -0.10 -4.60
H -2.17 4.50 1.96
H -0.78 -5.12 0.99
H -4.48 -8.95 -0.31
H -2.81 -4.25 -0.82
H -1.00 0.40 -8.62
H -4.54 -9.28 2.61
H 1.09 3.23 0.94
H -6.89 -6.19 3.11
H -0.60 3.36 0.61
H -3.42 -9.93 1.40
H 6.32 5.56 2.32
H 2.46 1.54 -4.11

[4]
95
Properties=species:S:1:pos:R:3 method="wB97M-V/def2-TZVPD" charge=+2 homo_ev="-12.47 / -12.45" lumo_energy_ev="-7.816 / -7.858"
Sb -0.79 3.00 -0.39
Pd -0.40 0.41 -0.11
S -2.17 0.33 1.57
Si 3.65 1.42 0.30
Si 2.12 -2.41 0.22
Si 1.55 -0.01 1.14
Si 1.87 0.01 3.72
O 0.83 0.53 -2.07
O -2.42 -2.61 -2.23
N -2.18 -2.26 2.16
N -4.00 -1.46 0.94
N -0.82 -1.00 -1.84
C -0.27 -2.39 -6.22
C 0.41 -3.16 0.43
C 1.85 1.87 4.03
C -0.05 4.13 -2.09
C 0.96 -0.68 -5.03
C 3.94 0.98 -1.49
C -1.10 -2.63 -5.12
C 0.14 -0.93 -3.94
C 2.97 3.16 0.53
C -2.77 -3.46 2.20
C -0.95 4.42 1.25
C -2.79 -1.26 1.54
C 3.39 -3.06 1.45
C 0.11 -0.37 -2.57
C -4.03 -3.68 1.61
C -2.06 -4.57 2.89
C 5.02 0.97 1.50
C 0.28 -0.90 4.12
C 2.73 -2.33 -1.56
C -3.05 1.63 -1.95
C -2.88 2.76 -0.94
C -0.87 -1.89 -3.98
C 0.74 -1.44 -6.17
C -0.93 5.33 -2.42
C -2.24 5.22 1.20
C -5.98 -2.72 0.32
C -4.65 -2.64 0.97
C -1.50 -1.92 -2.62
C 3.43 -0.84 4.32
H 5.95 1.41 1.14
H -2.71 0.68 -1.54
H -5.88 -2.62 -0.76
H 4.27 -2.43 1.52
H 4.50 1.78 -1.98
H 1.62 2.08 5.07
H 1.10 2.37 3.42
H -4.41 -0.67 0.46
H -1.95 5.03 -2.66
H 0.07 -0.89 5.19
H 1.74 0.06 -4.98
H 4.84 1.38 2.50
H 2.41 -1.42 -2.05
H -3.11 4.57 1.26
H -0.96 6.05 -1.61
H -0.42 -2.96 -7.13
H -0.57 -0.45 3.61
H -2.31 5.82 0.29
H -3.26 3.70 -1.33
H 0.40 -4.21 0.13
H -0.07 5.07 1.17
H -4.49 -4.65 1.65
H 0.96 4.44 -1.85
H -0.88 3.85 2.17
H 4.31 -0.59 3.73
H 5.17 -0.10 1.59
H 3.71 -4.05 1.12
H -1.19 -4.19 3.42
H -2.27 5.90 2.05
H 2.32 -3.17 -2.13
H 1.37 -1.29 -7.04
H -2.50 1.82 -2.88
H 2.96 -3.18 2.44
H 3.82 -2.39 -1.62
H -0.31 -2.63 -0.19
H -6.46 -3.67 0.54
H -2.72 -5.08 3.59
H -1.89 -3.37 -5.16
H -6.63 -1.92 0.68
H 0.33 -1.94 3.80
H 3.63 -0.54 5.35
H -0.52 5.83 -3.30
H -1.73 -5.31 2.15
H 4.50 0.05 -1.61
H 2.82 2.32 3.82
H 2.03 3.28 -0.01
H -3.41 2.52 -0.02
H 3.68 3.89 0.13
H 0.08 -3.09 1.47
H 3.33 -1.93 4.32
H 2.79 3.41 1.58
H 2.99 0.88 -2.01
H 0.01 3.43 -2.92
H -4.10 1.51 -2.23

Asked for total energy across the records above, the calculation gives -7135.4986; -3097.4618; -7640.5523; -3376.0035 Ha in order.